Record 1
Molecular formula: CH4NOP
Method: DFT, ωB97M-V with the def2-TZVPD basis set

## Properties
Calculated total energy   -511.79189 a.u.
HOMO energy   -9.206 eV
Energy relative to the best compared isomer or geometry (same formula, charge and spin)   45.3 kcal/mol
SMILES   [H]/N=C/PO
Frontier orbital gap   9.75 eV
E_LUMO   0.55 eV

Structure (ORCA input):
```
! RIJCOSX wB97M-V def2-TZVPD def2/J DEFGRID3
* xyz 0 1
P -0.971 0.912 0.113
H -2.491 -0.753 0.295
O -1.595 -0.607 -0.051
H 2.555 -0.257 -0.192
H 0.463 -0.895 0.800
N 1.877 0.403 -0.071
H -0.512 1.079 -1.311
C 0.673 0.119 0.417
*
```


Record 2
Molecular formula: C54H122Cl16O4S4
Method: DFT, ωB97M-V with the def2-TZVPD basis set

## Properties
Calculated total energy   -11387.15122 a.u.
HOMO energy   -8.780 eV
Frontier orbital gap   8.87 eV
E_LUMO   0.09 eV

Structure (ORCA input):
```
! RIJCOSX wB97M-V def2-TZVPD def2/J DEFGRID3
* xyz 0 1
H -3.429 -16.350 -11.498
C -2.392 -13.351 -8.669
H 1.963 -14.939 -9.246
H -5.416 -19.242 -1.588
C -6.745 -18.238 0.603
H -2.393 -20.129 -5.382
H 0.624 -15.770 -5.927
H -1.525 -22.163 -7.634
Cl 2.931 -21.775 -0.654
O -4.087 -20.309 2.111
H -3.176 -12.948 -8.028
C 4.654 -9.920 -1.006
C 1.912 -12.454 -7.831
H -4.466 -19.337 4.843
H -1.247 -15.108 0.183
C -0.943 -16.044 -4.630
H -7.399 -17.987 -0.231
H -0.534 -16.028 -8.065
Cl -0.221 -16.763 4.870
H 2.674 -18.443 -5.220
C -0.318 -17.436 -1.599
C 4.021 -18.057 -6.842
S -5.034 -17.655 0.254
C -0.447 -15.575 -5.985
Cl -8.205 -18.026 -8.166
H 2.064 -12.501 -10.099
Cl -5.533 -18.042 -9.203
H 0.278 -19.878 -10.100
H 1.088 -14.427 -1.342
H 3.123 -14.501 -10.424
H -1.669 -13.824 -8.004
H -0.877 -17.685 -0.697
H -2.254 -22.736 -6.143
C -4.624 -19.133 -0.847
C 0.075 -11.166 -5.725
H -7.062 -17.665 1.474
H -0.171 -20.378 -8.526
Cl -0.744 -23.787 -0.644
H -1.883 -11.662 -10.200
C 1.699 -19.265 -6.904
H -2.081 -16.248 -7.322
C 0.705 -20.198 -9.149
C 3.682 -12.169 -0.223
H 0.935 -12.929 -7.738
C 3.580 -10.981 -1.211
C 1.384 -10.582 -6.246
H 5.633 -10.399 -1.025
O 3.295 -18.032 0.635
H 0.067 -14.205 0.902
H 4.518 -17.831 -2.780
C 2.867 -14.344 -9.376
C 2.522 -22.019 -2.379
S 4.447 -18.175 -0.361
C 1.544 -19.080 -8.425
C -1.012 -16.372 -7.148
H -6.936 -17.293 -2.356
Cl -3.320 -22.946 0.423
C -9.808 -16.859 -4.749
C -1.444 -17.124 -12.060
H -2.327 -20.868 4.122
H 4.746 -15.845 -0.141
H 0.473 -17.501 -4.277
C 1.728 -10.964 -7.654
H -0.562 -12.790 -1.033
C -3.654 -21.816 -7.451
S -9.046 -17.950 -3.466
H 2.506 -19.063 -8.939
H 4.464 -12.828 -0.601
C -1.938 -19.947 3.688
C -1.223 -12.927 -0.177
H 4.478 -16.328 -5.822
C -4.454 -20.473 -4.553
C -1.147 -17.797 -2.851
Cl 0.110 -17.367 2.049
C 2.578 -12.861 -9.208
H 2.093 -20.263 -6.713
H -2.604 -17.068 -10.184
H -1.161 -16.597 -12.971
H 5.126 -17.839 -4.971
C -7.556 -16.893 -3.158
H 2.152 -17.147 -6.266
H -5.793 -18.708 -4.544
C -1.981 -22.519 -0.596
C -4.252 -18.537 4.134
H 6.056 -16.610 0.783
H 3.519 -12.323 -9.317
Cl 1.462 -18.972 4.089
H -0.747 -15.297 -3.861
H -6.328 -20.111 -5.551
C 2.382 -13.041 -0.129
H -1.401 -11.401 -8.578
H -5.446 -13.594 -1.555
Cl 1.253 -20.869 -2.754
C 4.633 -8.864 -2.095
C -5.825 -19.794 -4.638
C -3.164 -13.733 -1.516
H -4.481 -22.265 -6.902
H 6.227 -16.368 -0.884
H -7.915 -15.878 -2.989
H 3.711 -14.702 -8.786
H -0.870 -12.182 0.535
H 1.234 -21.148 -9.221
H -6.564 -19.952 -3.853
H 0.600 -18.023 -1.624
H -3.384 -18.807 -5.510
H -1.030 -15.343 -9.968
H -6.872 -16.720 -3.989
H -2.536 -13.826 -2.402
H -1.644 -14.119 1.569
H -1.228 -18.882 -2.774
S -3.248 -19.149 2.677
C -4.707 -13.699 -3.596
H -0.485 -17.401 -11.621
H 0.168 -12.243 -5.586
H 2.660 -14.394 -1.901
H 4.402 -19.068 -6.981
H 1.590 -12.957 -2.160
H -0.955 -18.249 -4.929
H -3.910 -21.802 -8.511
C -2.428 -22.604 -7.211
H -2.838 -11.619 -0.838
H -2.445 -23.616 -7.614
C -1.944 -15.114 -10.517
H -4.655 -12.168 -2.157
H -1.926 -18.038 -12.407
C -1.484 -12.185 -9.331
H -1.723 -14.424 -11.331
H -6.756 -19.309 0.806
C -2.434 -16.452 -11.067
H -4.996 -14.750 -3.573
C -2.995 -14.460 -9.642
H -0.732 -10.997 -6.438
C -3.589 -20.332 -7.034
C 0.946 -17.374 3.611
O -5.311 -16.442 -0.585
H 3.739 -11.297 -2.242
H -3.787 -13.422 -4.112
H -9.147 -16.868 -5.616
C 3.743 -17.929 -2.019
H 2.225 -10.804 -5.588
H -0.180 -10.921 -4.694
C 4.985 -17.289 -5.902
H -5.254 -18.183 3.892
Cl -1.193 -20.995 0.107
H -0.612 -14.509 -6.142
C -2.746 -12.660 -0.525
H -4.060 -20.331 -3.547
Cl -2.434 -22.357 -2.300
H -1.054 -20.249 3.127
H -4.757 -19.995 -0.194
C 1.916 -13.728 -1.463
C -4.571 -13.254 -2.109
H 4.492 -9.488 -0.019
H -2.969 -19.792 -7.748
H -4.601 -19.997 -7.263
H -3.595 -15.169 -9.071
H -10.708 -17.329 -5.146
H -3.674 -19.240 -1.370
H -1.535 -19.364 4.516
Cl -7.348 -15.953 -9.922
O -9.776 -17.815 -2.154
H 1.280 -9.513 -6.059
H -0.504 -12.582 -9.597
H 5.359 -8.094 -1.836
Cl 3.972 -21.627 -3.314
H 2.424 -12.953 -7.009
C 2.603 -18.140 -6.264
H 4.086 -17.740 -7.883
H -0.008 -16.392 -1.636
H -10.007 -15.817 -4.500
H -2.198 -17.544 -2.714
C -3.443 -19.894 -5.557
H -4.529 -21.560 -4.517
H 2.502 -13.900 0.531
H 3.071 -17.080 -2.146
H 3.085 -18.768 -2.244
C -0.615 -17.502 -4.212
H 2.598 -10.511 -1.171
H -5.490 -13.226 -4.189
H 0.992 -18.159 -8.613
H -3.790 -14.017 -10.242
H -0.765 -17.432 -7.098
H 3.625 -8.450 -2.104
H 3.968 -11.675 0.706
C -1.001 -14.175 0.690
C 5.480 -16.652 -0.142
H 4.893 -9.420 -2.996
Cl 2.333 -16.358 3.554
H 0.707 -19.293 -6.454
H 1.570 -12.478 0.329
H -3.357 -12.774 0.371
H 1.024 -10.533 -8.366
Cl 1.909 -23.645 -2.758
H -2.030 -15.976 -4.594
H 5.874 -16.948 -6.433
H 2.657 -10.424 -7.835
H -3.702 -17.748 4.649
Cl -6.186 -16.084 -7.216
C -6.786 -17.016 -8.609
H -3.237 -14.644 -0.921
*
```


Record 3
Molecular formula: C11H8N2
Method: DFT, ωB97M-V with the def2-TZVPD basis set

## Properties
Calculated total energy   -533.41738 a.u.
HOMO energy   -7.715 eV
Energy relative to the best compared isomer or geometry (same formula, charge and spin)   41.2 kcal/mol
SMILES   c1ccc2c(c1)[nH]c1cccnc12
Frontier orbital gap   8.12 eV
E_LUMO   0.41 eV

Structure (ORCA input):
```
! RIJCOSX wB97M-V def2-TZVPD def2/J DEFGRID3
* xyz 0 1
C -2.785 -1.216 -0.035
C 3.077 1.150 0.102
H 1.668 2.579 -0.251
H -0.074 -2.496 0.369
H -4.561 -0.221 0.034
C 0.656 0.596 0.064
H 4.351 -0.503 -0.085
C -0.742 0.680 0.004
N -0.217 -1.568 0.091
H -3.730 2.127 0.006
C 2.329 -1.155 -0.148
H 3.694 2.021 0.083
C 1.740 1.491 -0.093
C -1.330 -0.775 -0.037
C 0.987 -0.788 0.112
C 3.376 -0.235 -0.019
C -3.533 -0.074 -0.038
N -1.663 1.606 0.067
H 2.710 -2.197 -0.391
C -2.962 1.252 -0.020
H -2.991 -2.274 0.186
*
```


Record 4
Molecular formula: C8H4N6O4
Method: DFT, ωB97M-V with the def2-TZVPD basis set

## Properties
Calculated total energy   -936.61045 a.u.
HOMO energy   -8.963 eV
Energy relative to the best compared isomer or geometry (same formula, charge and spin)   0.4 kcal/mol
Frontier orbital gap   7.86 eV
E_LUMO   -1.10 eV

Structure (ORCA input):
```
! RIJCOSX wB97M-V def2-TZVPD def2/J DEFGRID3
* xyz 0 1
H -0.522 2.850 -1.421
H 3.141 0.076 -0.021
C -0.526 -1.462 0.703
O 1.615 3.772 -1.876
C 2.646 1.722 -1.100
N -3.491 -1.455 1.688
N -0.709 -2.780 1.178
O -1.639 -3.398 0.668
C 0.789 -1.016 0.409
C 1.047 0.172 -0.252
N -2.994 -0.735 0.672
H -2.185 1.133 -0.622
N -3.882 -2.110 2.534
C 1.500 2.621 -1.511
O 0.073 -3.238 2.032
O 3.841 1.986 -1.074
C -0.018 0.956 -0.675
C -1.307 0.529 -0.355
H 1.658 -1.662 0.566
N 0.200 2.166 -1.369
C -1.621 -0.605 0.386
N 2.382 0.480 -0.561
*
```


Record 5
Molecular formula: C2H12N2O4
Method: DFT, ωB97M-V with the def2-TZVPD basis set

## Properties
Calculated total energy   -493.86048 a.u.
HOMO energy (alpha / beta)   0.709 / -6.865 eV
Energy relative to the best compared isomer or geometry (same formula, charge and spin)   7.4 kcal/mol
Frontier orbital gap (alpha / beta)   2.58 / 10.07 eV
E_LUMO (alpha / beta)   3.29 / 3.20 eV

Structure (ORCA input):
```
! RIJCOSX wB97M-V def2-TZVPD def2/J DEFGRID3
* xyz -1 2
H 3.327 1.246 -3.906
H 1.162 0.582 -0.199
H -0.815 0.555 -3.269
O -0.284 -2.031 4.752
N -0.936 -1.377 -0.280
C -0.562 0.670 0.923
O 2.873 1.119 -3.061
O -1.530 0.918 -2.723
H -0.553 -1.163 4.475
H -1.430 1.327 0.950
H -1.160 1.394 -1.980
H -0.092 0.848 1.902
H 0.492 2.029 -0.213
H -1.113 -0.765 -1.069
N 0.251 1.041 -0.229
H -1.282 -2.311 -0.446
C -0.788 -0.852 0.948
O -0.748 -1.437 2.015
H -0.304 -2.463 3.873
H 3.495 0.671 -2.465
*
```


Q: What is the calculated total energy in the third record?
A: -533.41738 a.u.


Q: calculated total energy of number 2 (C54H122Cl16O4S4)?
A: -11387.15122 a.u.


Q: Number 5 is which compound?
A: C2H12N2O4